Record 1
The following is a quantum chemistry calculation of the molecule C6H12O at a distorted geometry, from OMol25.

Geometry as XYZ:
```
19
C6H12O (ωB97M-V with the def2-TZVPD basis set)
C -2.546 0.242 -0.132
C -1.289 0.283 0.725
C -0.085 0.569 -0.143
C 1.269 0.595 0.543
C 1.687 -0.786 0.968
C 1.930 -0.330 -0.448
O 1.067 -1.062 -1.735
H -2.721 1.216 -0.603
H -2.434 -0.498 -0.933
H -3.431 -0.018 0.454
H -1.150 -0.693 1.218
H -1.414 1.011 1.539
H -0.150 1.501 -0.720
H 0.068 -0.303 -1.053
H 1.726 1.478 1.043
H 0.908 -1.506 1.202
H 2.586 -0.905 1.579
H 2.875 -0.230 -0.920
H 1.105 -0.562 -2.584
```

As for the structure (SMILES): CCC[C@H]1C[C@H]1O. Its highest occupied orbital energy is -8.8 eV. For the lowest unoccupied orbital energy, the calculation gives 0.91 eV. As for the charge: 0. As for the total energy: -310.90626 a.u. The value obtained for the gap between HOMO and LUMO is 9.73 eV. As for the energy above the lowest of the compared OMol25 structures with the same formula, charge and spin: 401.7 kJ/mol.

---

Record 2
The following is a quantum chemistry calculation of a cluster of 2 separate species, C6H12O in total, from OMol25.

Geometry as XYZ:
```
19
C6H12O (ωB97M-V with the def2-TZVPD basis set)
C -1.657 -0.589 1.214
C -0.445 0.292 1.463
C 0.882 -0.406 1.307
C 1.658 0.285 0.484
C 0.920 1.506 0.012
O -0.404 1.342 0.497
H -2.572 0.011 1.240
H -1.733 -1.363 1.986
H -1.580 -1.070 0.235
H -0.528 0.730 2.472
H 1.125 -1.331 1.818
H 2.671 0.047 0.178
H 1.367 2.432 0.408
H 0.893 1.592 -1.081
C -0.123 -0.696 -2.448
H 0.528 -0.177 -3.156
H -0.738 0.034 -1.915
H -0.757 -1.400 -2.991
H 0.489 -1.238 -1.724
```

As for the structure (SMILES): C[C@H]1C=CCO1.C. Its highest occupied orbital energy is -9.1 eV. For the lowest unoccupied orbital energy, the calculation gives 1.09 eV. As for the charge: 0. As for the total energy: -311.01485 a.u. The value obtained for the gap between HOMO and LUMO is 10.22 eV. As for the energy above the lowest of the compared OMol25 structures with the same formula, charge and spin: 116.6 kJ/mol.

---

Record 3
The following is a quantum chemistry calculation of a cluster of 3 separate species, C6H12O in total, from OMol25.

Geometry as XYZ:
```
19
C6H12O (ωB97M-V with the def2-TZVPD basis set)
C 2.056 -0.774 -0.470
C 0.900 -0.094 0.231
O 0.938 -0.063 1.505
C 0.293 1.124 -0.476
C -1.153 1.263 0.017
C -1.645 -0.153 0.256
C -0.909 -1.145 -0.386
H 2.823 -0.001 -0.629
H 1.795 -1.183 -1.450
H 2.491 -1.550 0.163
H -0.346 -0.218 1.924
H 0.898 2.008 -0.247
H 0.325 0.977 -1.562
H -1.176 1.817 0.960
H -1.788 1.808 -0.690
H -2.650 -0.306 0.646
H -1.199 -0.349 1.753
H -0.503 -0.972 -1.375
H -1.148 -2.187 -0.170
```

Its highest occupied orbital energy is -8.4 eV. For the lowest unoccupied orbital energy, the calculation gives 0.73 eV. As for the charge: 0. As for the total energy: -310.90472 a.u. The value obtained for the gap between HOMO and LUMO is 9.13 eV. As for the energy above the lowest of the compared OMol25 structures with the same formula, charge and spin: 405.8 kJ/mol.

---

Record 4
The following is a quantum chemistry calculation of the molecule C6H12O, from OMol25.

Geometry as XYZ:
```
19
C6H12O (ωB97M-V with the def2-TZVPD basis set)
C -0.150 -0.325 2.408
C 0.368 0.234 1.088
C 1.314 -0.709 0.325
O 1.116 -0.479 -1.070
C 0.106 0.508 -1.260
C -0.688 0.197 -2.517
C -0.713 0.433 0.026
H 0.659 -0.527 3.119
H -0.692 -1.264 2.238
H -0.844 0.375 2.888
H 0.880 1.189 1.281
H 2.369 -0.547 0.584
H 1.062 -1.756 0.553
H 0.589 1.500 -1.361
H -0.021 0.051 -3.373
H -1.371 1.025 -2.742
H -1.281 -0.713 -2.372
H -1.327 -0.480 -0.019
H -1.374 1.287 0.204
```

As for the structure (SMILES): C[C@H]1CO[C@@H](C)C1. Its highest occupied orbital energy is -9.5 eV. For the lowest unoccupied orbital energy, the calculation gives 1.15 eV. As for the charge: 0. As for the total energy: -311.04680 a.u. The value obtained for the gap between HOMO and LUMO is 10.64 eV. As for the energy above the lowest of the compared OMol25 structures with the same formula, charge and spin: 32.8 kJ/mol.

---

Record 5
The following is a quantum chemistry calculation of a cluster of 4 separate species, C6H12O in total, from OMol25.

Geometry as XYZ:
```
19
C6H12O (ωB97M-V with the def2-TZVPD basis set)
C 1.300 0.187 1.197
C 1.110 -0.690 0.157
C 1.642 -0.428 -1.232
C -1.079 -0.711 -0.452
C -1.938 -0.346 0.522
C -1.757 0.605 -0.604
O -1.104 1.844 -0.483
H -0.234 0.496 1.824
H 1.479 -0.170 2.207
H 1.637 1.204 0.989
H 1.012 -1.741 0.427
H 2.688 -0.759 -1.276
H 1.608 0.636 -1.483
H 1.095 -0.978 -2.004
H -0.875 -1.579 -1.062
H -2.709 -0.783 1.145
H -1.043 0.326 1.676
H -2.552 0.735 -1.340
H -0.547 1.815 0.303
```

Its highest occupied orbital energy is -9.2 eV. For the lowest unoccupied orbital energy, the calculation gives 0.97 eV. As for the charge: 0. As for the total energy: -310.83170 a.u. The value obtained for the gap between HOMO and LUMO is 10.13 eV. As for the energy above the lowest of the compared OMol25 structures with the same formula, charge and spin: 597.5 kJ/mol.

---

Record 6
The following is a quantum chemistry calculation of a cluster of 2 separate species, C6H12O in total at a distorted geometry, from OMol25.

Geometry as XYZ:
```
19
C6H12O (ωB97M-V with the def2-TZVPD basis set)
C -2.867 1.085 1.292
C -2.094 1.280 0.233
C -0.746 0.741 0.118
C -0.053 0.713 -1.015
C 1.174 -0.116 -1.259
C 2.434 0.361 -0.530
H -2.468 0.520 2.125
H -3.893 1.423 1.316
H -2.433 1.896 -0.593
H -0.309 0.276 0.997
H -0.379 1.304 -1.866
H 1.078 -1.187 -1.081
H 1.352 -0.070 -2.335
H 2.284 1.410 -0.253
H 3.322 0.300 -1.154
H 2.607 -0.096 0.445
O 0.117 -3.591 1.271
H 0.028 -3.011 0.509
H 0.847 -3.236 1.781
```

As for the structure (SMILES): C=C/C=C/CC.O. Its highest occupied orbital energy is -8.7 eV. For the lowest unoccupied orbital energy, the calculation gives 0.70 eV. As for the charge: 0. As for the total energy: -310.99528 a.u. The value obtained for the gap between HOMO and LUMO is 9.42 eV. As for the energy above the lowest of the compared OMol25 structures with the same formula, charge and spin: 168.0 kJ/mol.

---

Record 7
The following is a quantum chemistry calculation of the molecule C6H12O, from OMol25.

Geometry as XYZ:
```
19
C6H12O (ωB97M-V with the def2-TZVPD basis set)
C 2.667 -0.744 -0.019
O 1.615 -0.002 -0.690
C 1.079 0.948 0.044
C -0.167 1.481 -0.656
C -1.356 1.206 0.295
C -1.103 -0.205 0.839
C -1.367 -1.309 -0.193
H 2.185 -1.389 0.718
H 3.355 -0.050 0.462
H 3.162 -1.344 -0.786
H -0.055 -0.163 1.126
H -0.006 2.554 -0.812
H -0.347 1.004 -1.628
H -2.328 1.308 -0.213
H -1.363 1.914 1.132
H -1.627 -0.413 1.771
H -2.405 -1.265 -0.541
H -0.729 -1.226 -1.082
H -1.212 -2.305 0.233
```

Its highest occupied orbital energy is -8.2 eV. For the lowest unoccupied orbital energy, the calculation gives 1.08 eV. As for the charge: 0. As for the total energy: -310.93832 a.u. The value obtained for the gap between HOMO and LUMO is 9.25 eV. As for the energy above the lowest of the compared OMol25 structures with the same formula, charge and spin: 317.6 kJ/mol.

---

Record 8
The following is a quantum chemistry calculation of a structure of composition C6H12O at a distorted geometry, from OMol25.

Geometry as XYZ:
```
19
C6H12O (ωB97M-V with the def2-TZVPD basis set)
C 2.494 0.124 0.640
C 1.356 -0.373 -0.221
C 0.315 0.717 -0.549
C -0.930 0.235 -1.198
C -1.293 -0.002 0.198
C -2.315 -0.985 0.494
O -0.683 1.890 0.404
H 3.229 -0.668 0.823
H 2.083 0.461 1.593
H 2.963 0.977 0.144
H 0.924 -1.259 0.258
H 1.769 -0.712 -1.188
H 0.775 1.580 -1.026
H -0.938 -0.686 -1.785
H -1.491 1.029 -1.684
H -3.099 -1.106 -0.256
H -2.692 -0.837 1.500
H -1.674 -1.909 0.508
H -0.891 1.579 1.309
```

Its highest occupied orbital energy (alpha / beta) is -6.9 / -6.9 eV. For the lowest unoccupied orbital energy (alpha / beta), the calculation gives 0.72 / 0.72 eV. As for the charge: 0. As for the total energy: -310.78671 a.u. The value obtained for the gap between HOMO and LUMO (alpha / beta) is 7.61 / 7.60 eV. As for the energy above the lowest of the compared OMol25 structures with the same formula, charge and spin: 715.6 kJ/mol.

---

Record 9
The following is a quantum chemistry calculation of the molecule C6H12O, from OMol25.

Geometry as XYZ:
```
19
C6H12O (ωB97M-V with the def2-TZVPD basis set)
C -1.860 -1.052 -0.464
C -0.780 -0.026 -0.122
C -1.337 1.179 0.631
C 0.301 -0.731 0.664
O 1.146 -1.556 -0.131
C 1.733 -0.447 0.550
C 2.295 0.708 -0.233
H -2.644 -0.613 -1.089
H -1.420 -1.898 -1.003
H -2.330 -1.442 0.449
H -0.326 0.311 -1.060
H -1.761 0.872 1.595
H -2.132 1.667 0.055
H -0.552 1.920 0.825
H -0.052 -1.186 1.596
H 2.370 -0.806 1.361
H 1.665 0.947 -1.091
H 3.307 0.497 -0.591
H 2.346 1.595 0.409
```

As for the structure (SMILES): CC(C)[C@H]1O[C@H]1C. Its highest occupied orbital energy is -10.0 eV. For the lowest unoccupied orbital energy, the calculation gives 1.11 eV. As for the charge: 0. As for the total energy: -311.01792 a.u. The value obtained for the gap between HOMO and LUMO is 11.15 eV. As for the energy above the lowest of the compared OMol25 structures with the same formula, charge and spin: 108.6 kJ/mol.

---

Record 10
The following is a quantum chemistry calculation of the molecule C6H12O, from OMol25.

Geometry as XYZ:
```
19
C6H12O (ωB97M-V with the def2-TZVPD basis set)
C 0.258 -0.299 -2.470
C -0.606 -0.217 -1.191
O -1.928 -0.647 -1.449
C 0.105 -1.119 -0.257
C 1.100 -0.423 0.570
C 0.066 -0.165 1.725
C -0.120 1.316 2.035
H 1.220 0.211 -2.355
H -0.307 0.178 -3.275
H 0.438 -1.342 -2.751
H -0.670 0.841 -0.889
H -1.929 -1.588 -1.218
H -0.913 -0.600 1.460
H 1.489 0.541 0.202
H 1.925 -1.049 0.917
H 0.385 -0.727 2.606
H -0.429 1.871 1.142
H 0.809 1.764 2.402
H -0.894 1.455 2.797
```

Its highest occupied orbital energy is -8.6 eV. For the lowest unoccupied orbital energy, the calculation gives 0.57 eV. As for the charge: 0. As for the total energy: -310.92209 a.u. The value obtained for the gap between HOMO and LUMO is 9.13 eV. As for the energy above the lowest of the compared OMol25 structures with the same formula, charge and spin: 360.2 kJ/mol.

---

Record 11
The following is a quantum chemistry calculation of a cluster of 2 separate species, C6H12O in total, from OMol25.

Geometry as XYZ:
```
19
C6H12O (ωB97M-V with the def2-TZVPD basis set)
C 0.118 -1.345 -2.118
C -0.401 -0.064 -1.496
O -0.976 -0.359 -0.239
C -1.583 0.769 0.339
C -1.688 0.834 1.806
C -0.825 1.646 1.270
H -0.693 -2.070 -2.237
H 0.894 -1.794 -1.490
H 0.547 -1.138 -3.104
H -1.158 0.396 -2.152
H 0.415 0.667 -1.374
H -2.362 1.178 -0.315
H -2.150 0.414 2.688
H -0.049 2.386 1.395
C 2.011 -0.301 1.406
H 0.925 -0.379 1.334
H 2.399 0.117 0.473
H 2.287 0.351 2.240
H 2.437 -1.294 1.566
```

As for the structure (SMILES): CCOC1C=C1.C. Its highest occupied orbital energy is -9.6 eV. For the lowest unoccupied orbital energy, the calculation gives 1.17 eV. As for the charge: 0. As for the total energy: -310.93917 a.u. The value obtained for the gap between HOMO and LUMO is 10.75 eV. As for the energy above the lowest of the compared OMol25 structures with the same formula, charge and spin: 315.3 kJ/mol.

---

Record 12
The following is a quantum chemistry calculation of the molecule C6H12O at a distorted geometry, from OMol25.

Geometry as XYZ:
```
19
C6H12O (ωB97M-V with the def2-TZVPD basis set)
C -2.099 1.067 -0.405
O -1.559 0.044 0.640
C -0.288 -0.550 0.908
C 0.239 -1.766 0.095
C 1.647 -1.130 0.147
C 1.022 0.222 0.543
C 0.710 1.178 -0.583
H -2.825 1.522 0.247
H -2.496 0.450 -1.204
H -1.670 1.959 -0.951
H -0.251 -0.780 1.989
H 0.144 -2.780 0.507
H -0.185 -1.762 -0.911
H 2.230 -1.145 -0.778
H 2.259 -1.540 0.955
H 1.488 0.741 1.387
H 1.053 2.202 -0.438
H 0.938 0.810 -1.586
H -0.355 1.258 -0.561
```

As for the structure (SMILES): CO[C@H]1CC[C@H]1C. Its highest occupied orbital energy is -9.4 eV. For the lowest unoccupied orbital energy, the calculation gives 1.00 eV. As for the charge: 0. As for the total energy: -310.92838 a.u. The value obtained for the gap between HOMO and LUMO is 10.45 eV. As for the energy above the lowest of the compared OMol25 structures with the same formula, charge and spin: 343.7 kJ/mol.

---

Record 13
The following is a quantum chemistry calculation of the molecule C6H12O, from OMol25.

Geometry as XYZ:
```
19
C6H12O (ωB97M-V with the def2-TZVPD basis set)
C 0.823 -0.968 2.032
C -0.486 -0.572 1.353
C -0.484 -0.813 -0.143
C -1.448 -0.076 -1.031
C 0.027 0.208 -1.124
C 0.615 1.521 -0.664
O 0.717 2.478 -1.701
H 1.062 -2.020 1.841
H 0.764 -0.833 3.117
H 1.664 -0.369 1.664
H -0.700 0.482 1.557
H -1.316 -1.139 1.796
H -0.291 -1.852 -0.409
H -1.930 -0.620 -1.839
H -2.082 0.679 -0.566
H 0.514 -0.195 -2.014
H -0.026 1.984 0.091
H 1.596 1.347 -0.192
H 1.333 2.135 -2.359
```

As for the structure (SMILES): CC[C@H]1C[C@H]1CO. Its highest occupied orbital energy is -10.0 eV. For the lowest unoccupied orbital energy, the calculation gives 0.99 eV. As for the charge: 0. As for the total energy: -311.01471 a.u. The value obtained for the gap between HOMO and LUMO is 10.98 eV. As for the energy above the lowest of the compared OMol25 structures with the same formula, charge and spin: 117.0 kJ/mol.